[1]
Entry from the OMol25 dataset: a 3-piece molecular cluster, C33H65N2O5 overall at a distorted geometry (ωB97M-V/def2-TZVPD).

Geometry as XYZ:
```
105
Properties=species:S:1:pos:R:3:lowdin_charge:R:1
C -4.2431 0.8750 7.3685 -0.105
C -5.6447 0.3702 6.9686 -0.251
C -5.5754 -1.1042 6.5418 -0.215
C -4.9952 -1.2148 5.1015 -0.198
C -6.0335 -1.8038 4.1142 -0.196
C -5.8505 -3.3285 3.9454 -0.191
C -5.3394 -3.7278 2.5373 -0.188
C -4.0089 -4.5091 2.5491 -0.201
C -2.9435 -3.8869 1.6369 -0.211
C -1.9563 -4.8994 1.0279 -0.201
C -0.5364 -4.3311 0.9177 -0.210
C 0.2383 -4.7992 -0.3231 -0.200
C 0.1505 -3.8119 -1.4952 -0.205
C 1.4939 -3.5830 -2.1971 -0.200
C 1.3990 -2.3083 -3.0572 -0.214
C 2.2660 -2.3163 -4.3080 -0.187
C 3.7753 -2.1168 -4.0743 -0.166
C 4.1894 -1.2253 -2.9249 -0.087
N 4.0077 0.2739 -3.1149 -0.040
C 3.0211 0.9022 -2.1691 -0.063
C 3.2232 2.4030 -2.2293 -0.164
O 2.9403 2.8983 -3.5051 -0.048
C 3.6799 2.2641 -4.5450 -0.507
C 5.1422 2.7474 -4.4532 0.010
C 3.1589 2.7040 -5.8955 -0.117
C 1.6472 2.5133 -6.0804 -0.249
N 1.1568 3.5341 -7.0142 0.023
C 3.6036 0.7373 -4.4674 -0.047
H -4.2212 1.2047 8.3997 0.058
H -3.9095 1.7181 6.7729 0.070
H -3.4925 0.0968 7.2723 0.059
H -6.0365 0.9667 6.1541 0.098
H -6.2841 0.4279 7.8454 0.095
H -4.8820 -1.5977 7.2151 0.097
H -6.5470 -1.5824 6.5883 0.099
H -4.6930 -0.2323 4.7507 0.100
H -4.1196 -1.8567 5.1356 0.098
H -7.0330 -1.5843 4.4701 0.099
H -5.8997 -1.2873 3.1677 0.094
H -6.8003 -3.8308 4.1107 0.101
H -5.1714 -3.6914 4.7067 0.092
H -5.1959 -2.8297 1.9456 0.086
H -6.1229 -4.3045 2.0537 0.104
H -4.2022 -5.5532 2.3090 0.106
H -3.6212 -4.5036 3.5621 0.099
H -2.3745 -3.1826 2.2415 0.106
H -3.4364 -3.3144 0.8555 0.105
H -1.9848 -5.7920 1.6416 0.106
H -2.3275 -5.1663 0.0399 0.110
H -0.5993 -3.2455 0.9628 0.096
H 0.0140 -4.6406 1.8027 0.109
H -0.2147 -5.7366 -0.6333 0.107
H 1.2637 -5.0117 -0.0328 0.103
H -0.1582 -2.8494 -1.0993 0.105
H -0.5526 -4.1670 -2.2439 0.118
H 2.2052 -3.3907 -1.3942 0.104
H 1.7996 -4.4504 -2.7733 0.120
H 0.3683 -2.2253 -3.3924 0.116
H 1.5655 -1.4518 -2.4081 0.086
H 1.8692 -1.6023 -5.0243 0.098
H 2.1529 -3.2849 -4.7834 0.116
H 4.1804 -3.0939 -3.8253 0.126
H 4.2694 -1.8454 -4.9993 0.110
H 5.2503 -1.3823 -2.7643 0.136
H 3.7075 -1.5055 -1.9990 0.115
H 4.9018 0.7099 -2.8845 0.164
H 3.1448 0.5061 -1.1686 0.147
H 2.0250 0.7042 -2.5403 0.137
H 2.5456 2.8429 -1.5076 0.146
H 4.2297 2.6552 -1.8823 0.132
H 5.7322 2.3924 -5.2912 0.102
H 5.6423 2.4526 -3.5310 0.074
H 5.0975 3.8291 -4.4429 0.105
H 3.3945 3.7523 -6.0291 0.108
H 3.7141 2.1654 -6.6591 0.132
H 1.1482 2.5919 -5.1148 0.114
H 1.4829 1.5506 -6.5556 0.112
H 0.9705 4.4027 -6.5255 0.045
H 0.3165 3.2034 -7.4697 0.076
H 2.5717 0.4480 -4.6119 0.131
H 4.2207 0.3490 -5.2667 0.151
O 0.7278 6.5759 -6.4328 0.100
C 1.6264 6.8710 -7.1717 -0.496
O 1.4501 7.0407 -8.4963 0.038
C 2.7124 7.2845 -9.1422 -0.145
C 3.6257 7.8066 -8.0421 -0.149
C 3.0859 7.0760 -6.8146 -0.073
H 3.0669 6.3437 -9.5682 0.128
H 2.5661 8.0011 -9.9461 0.127
H 4.6809 7.6296 -8.2404 0.117
H 3.4827 8.8809 -7.9210 0.121
H 3.5506 6.0975 -6.6829 0.111
H 3.1797 7.6587 -5.9024 0.127
O -0.8504 0.7732 8.1763 0.117
C -0.9767 0.5217 9.3393 -0.488
O -1.9969 1.0051 10.0887 0.015
C -1.8277 0.6233 11.4652 -0.152
C -0.9228 -0.6002 11.4314 -0.154
C -0.0564 -0.3166 10.2061 -0.075
H -1.3756 1.4602 12.0015 0.127
H -2.8036 0.4158 11.8972 0.125
H -0.3613 -0.7432 12.3524 0.116
H -1.5198 -1.4970 11.2593 0.118
H 0.8236 0.2785 10.4539 0.131
H 0.2421 -1.2211 9.6843 0.124
```

Properties
Orbital gap, eV: 8.75
Multiplicity: 1
Electronic energy, Ha: -1781.85353
Charge: +1

[2]
Entry from the OMol25 dataset: one molecule with the formula C2H3ClO2S at a distorted geometry (ωB97M-V/def2-TZVPD).

Geometry as XYZ:
```
9
Properties=species:S:1:pos:R:3:lowdin_charge:R:1
O -1.1388 -0.7623 1.7520 0.044
C -1.0686 -0.5802 0.5717 -0.832
Cl -1.8783 -1.7520 -0.5223 0.622
C -0.3400 0.5506 -0.1469 -0.393
S 1.3943 1.2427 0.4310 0.823
O 2.1955 -0.0893 0.1315 -0.561
H -0.2904 0.1812 -1.2129 0.062
H -1.0081 1.4784 -0.0817 0.105
H 2.1342 -0.2692 -0.9222 0.130
```

Properties
Orbital gap, eV: 9.43
Multiplicity: 1
Electronic energy, Ha: -1086.81747
Charge: 0
Energy relative to the best compared isomer or geometry (same formula, charge and spin), kJ/mol: 87.3

[3]
Entry from the OMol25 dataset: C23H28BiNO2 as an isolated structure at a distorted geometry (ωB97M-V/def2-TZVPD).

Geometry as XYZ:
```
55
Properties=species:S:1:pos:R:3:lowdin_charge:R:1
C 2.0584 0.2358 3.0421 -0.286
C 2.2049 -0.4318 1.7831 -0.146
C 2.1090 0.5199 0.7506 -0.124
H 2.4232 -1.4919 1.6603 0.102
C 1.9608 1.8021 1.3152 -0.184
C 1.9326 1.6679 2.7478 -0.360
H 1.9507 2.7429 0.7698 0.088
C -1.3421 -1.5382 2.7301 -0.342
C -0.2553 -2.2888 2.1566 -0.177
C -0.4615 -2.3831 0.7713 -0.052
H 0.5575 -2.7446 2.7188 0.097
C -1.6711 -1.7047 0.4457 -0.228
C -2.2112 -1.1769 1.6327 -0.181
H 2.1647 0.2987 -0.3158 0.095
H 2.0438 2.4585 3.4913 0.100
H 2.2776 -0.1828 4.0239 0.103
H -3.1554 -0.6350 1.7081 0.095
H 0.1865 -2.8842 0.0505 0.110
H -1.5921 -1.4798 3.7887 0.078
Bi -0.3727 0.8445 2.9926 1.871
C -2.3727 -1.6672 -0.8876 -0.498
C -3.8092 -2.1663 -0.6690 -0.054
C -1.7100 -2.5979 -1.9146 -0.051
H -3.7920 -3.2154 -0.3432 0.096
H -4.3863 -2.1164 -1.5997 0.082
H -4.3358 -1.5777 0.0892 0.073
H -1.7657 -3.6393 -1.5672 0.091
H -0.6644 -2.3205 -2.0814 0.070
H -2.2454 -2.5315 -2.8711 0.088
C -2.4406 -0.1956 -1.4163 -0.056
C -1.1456 0.4419 -1.9048 -0.431
H -2.8569 0.4433 -0.6219 0.123
H -3.1518 -0.1746 -2.2623 0.128
O -0.0669 -0.1568 -1.9005 0.040
N -1.3273 1.7212 -2.3568 0.067
C -0.3177 2.6422 -2.8767 -0.129
H -2.2691 2.0923 -2.2879 0.137
C 1.0591 2.0719 -3.0783 -0.231
C 2.1631 2.7250 -2.5232 -0.057
H 1.9981 3.6688 -1.9938 0.108
C 3.4416 2.1612 -2.6218 -0.090
H 4.2896 2.6674 -2.1525 0.102
C 3.6226 0.9548 -3.3143 -0.090
H 4.6058 0.4801 -3.3540 0.100
C 2.5369 0.3663 -3.9802 -0.075
H 2.6600 -0.5487 -4.5662 0.106
C 1.2688 0.9399 -3.8781 -0.057
H 0.4361 0.4880 -4.4202 0.122
H -0.2536 3.4895 -2.1839 0.115
H -0.6796 3.0449 -3.8341 0.127
C 0.1596 0.1386 6.2624 -0.219
O -0.1969 0.7381 5.0422 -0.621
H -0.6689 0.3036 6.9602 0.073
H 1.0461 0.6407 6.6666 0.073
H 0.3611 -0.9399 6.1774 0.076
```

Properties
Orbital gap (alpha / beta), eV: 6.59 / 6.59
Multiplicity: 1
Electronic energy, Ha: -1312.94431
Charge: 0
Energy relative to the best compared isomer or geometry (same formula, charge and spin), kJ/mol: 0.0

[4]
Entry from the OMol25 dataset: C10H20OP2 as an isolated structure at a distorted geometry (ωB97M-V/def2-TZVPD).

Geometry as XYZ:
```
33
Properties=species:S:1:pos:R:3:mulliken_spin:R:1
C -1.1945 -0.1956 -0.0895 0.676
C 1.1512 -0.0147 0.4305 -0.027
C -2.9721 1.3490 0.2012 0.030
C -3.1815 -1.1740 0.9441 0.028
C -3.2608 -0.5280 -1.4856 0.017
C 3.1723 -1.3812 0.7607 -0.028
C 3.3354 1.1325 0.2348 0.011
C 2.5999 -0.4201 -1.5026 0.017
C -2.7252 -0.1192 -0.0704 0.060
C 2.6110 -0.1508 -0.0050 0.063
O -0.2313 2.1896 0.9689 0.000
P -0.0284 -1.3851 0.2936 0.713
P -0.0044 1.2362 -0.3737 -0.019
H 1.4629 0.2556 2.1742 0.491
H -3.8927 1.5936 0.7657 0.004
H -2.2338 1.7840 0.9567 -0.003
H -2.8644 1.9319 -0.6777 0.000
H -2.9076 -1.1415 1.9895 -0.003
H -2.6804 -2.0867 0.5737 -0.001
H -4.2584 -1.4794 0.9278 0.006
H -3.0394 0.1464 -2.2404 0.004
H -4.2966 -0.7849 -1.4677 0.009
H -2.7576 -1.4614 -1.6934 0.004
H 4.2506 -1.4927 0.9125 -0.008
H 2.8907 -2.2263 0.0822 0.004
H 2.7066 -1.5696 1.7109 -0.004
H 2.8467 1.8389 -0.4188 0.002
H 3.2715 1.4180 1.2916 -0.017
H 4.4271 1.1238 -0.0686 -0.002
H 2.1570 0.4145 -2.0822 0.005
H 1.9568 -1.1961 -1.9371 -0.035
H 3.5795 -0.6250 -1.8857 -0.002
H 0.1098 3.0184 0.7799 0.006
```

Properties
Orbital gap (alpha / beta), eV: 6.41 / 5.92
Multiplicity: 3
Electronic energy, Ha: -1150.72974
Charge: 0
Energy relative to the best compared isomer or geometry (same formula, charge and spin), kJ/mol: 0.0

[5]
Entry from the OMol25 dataset: C16H21NO6S as an isolated structure at a distorted geometry (ωB97M-V/def2-TZVPD).

Geometry as XYZ:
```
45
Properties=species:S:1:pos:R:3:lowdin_charge:R:1
C -6.9959 -2.9121 0.0390 0.006
H -7.7040 -2.4276 -0.5985 0.061
O -5.6644 -2.1556 -0.2611 -0.146
C -5.7951 -0.9469 0.1915 -0.397
H -6.5943 -0.5129 -0.4666 0.149
C -4.5379 -0.3807 0.0063 -0.164
H -4.3481 -0.5073 -0.9498 0.092
O -4.5483 1.0761 0.2475 -0.114
C -3.3325 1.7228 0.3272 -0.243
H -3.4053 2.5719 0.9798 0.108
C -2.7882 2.2693 -0.9496 -0.151
H -2.6701 1.2729 -1.6822 0.184
H -3.4302 2.5326 -1.5878 0.048
O -1.5279 2.9253 -0.8347 -0.031
C -0.3754 2.2194 -0.7461 -0.232
C -0.2379 0.8373 -0.3560 0.101
C 1.1396 0.1923 -0.1928 -0.322
C 2.1709 1.1708 -0.0579 -0.119
C 2.0907 2.7077 -0.3333 0.043
C 0.7045 3.1488 -0.3884 0.015
H 0.5173 4.1553 -0.7037 0.094
H 2.7117 3.3645 -0.0297 -0.002
C 3.5237 0.8203 0.1590 -0.557
N 3.7420 -0.4931 0.2937 0.023
C 5.1802 -0.7085 0.1087 -0.376
C 5.3726 -1.8898 1.4696 -0.001
H 6.3401 -2.3768 1.6194 0.070
H 4.7510 -2.6400 1.1978 -0.005
H 4.8172 -1.5285 2.5152 0.142
C 6.0296 0.3567 0.7370 -0.301
H 6.3426 0.5306 1.6515 0.012
H 6.8246 0.4587 -0.1230 0.130
S 4.9103 1.8438 0.4214 1.003
C 5.7144 -1.6928 -0.9429 -0.722
O 6.8694 -1.6460 -1.1851 0.148
O 4.8538 -1.9595 -1.6278 0.322
H 3.9481 -1.9556 -1.4937 0.128
O 1.2203 -0.9548 0.1525 0.190
H 2.1443 -1.1303 0.1092 0.057
H -1.0856 0.2827 -0.4593 0.046
H -2.4654 1.0033 1.1213 0.212
H -3.8562 -0.7746 0.7550 0.145
H -6.1733 -0.9136 1.3240 0.178
H -6.9603 -4.0630 -0.4004 0.149
H -7.4225 -2.8934 0.9444 0.024
```

Properties
Orbital gap, eV: 8.18
Multiplicity: 1
Electronic energy, Ha: -1526.18082
Charge: 0
Energy relative to the best compared isomer or geometry (same formula, charge and spin), kJ/mol: 1435.3

[6]
Entry from the OMol25 dataset: C54H54BrFN9O4RhSb as an isolated structure at a distorted geometry (ωB97M-V/def2-TZVPD).

Geometry as XYZ:
```
125
Properties=species:S:1:pos:R:3:lowdin_charge:R:1
Rh 1.3297 0.4852 2.0134 0.869
O 3.8507 1.9772 7.5626 0.152
C 3.1538 1.4678 6.5653 -0.276
C 1.8034 1.0902 6.6297 0.049
C 1.1864 0.6062 5.4944 -0.113
N 1.8050 0.4630 4.3201 -0.051
C 3.1046 0.7720 4.2855 -0.674
Br 3.9447 0.4191 2.5993 0.941
C 3.8214 1.2650 5.3439 0.013
H 3.3544 2.0820 8.3882 0.151
H 1.2469 1.1849 7.5513 0.136
H 0.1545 0.2865 5.5259 0.129
H 4.8728 1.4864 5.2678 0.137
F 1.8812 -1.6427 -4.7171 0.079
C 1.6350 -0.3767 -4.3198 -0.181
C 1.7877 -0.0630 -2.9972 0.077
C 1.5808 1.2440 -2.5400 -0.039
C 1.5323 1.4617 -1.0941 -0.287
O 1.5575 0.4771 -0.3220 -0.101
C 1.3719 2.8299 -0.7331 -0.012
C 1.3265 3.7983 -1.6955 0.061
N 1.3374 3.5865 -3.0254 0.043
C 1.3512 4.7809 -3.8362 -0.211
C 1.9300 4.8943 -5.2161 -0.070
C 0.4491 5.0259 -5.0127 -0.068
C 1.3728 2.2815 -3.4804 -0.082
C 1.1502 1.9074 -4.8167 0.075
C 1.2258 0.5937 -5.2572 -0.136
N 0.8325 0.2876 -6.5718 -0.093
C 0.3480 -1.0508 -6.8482 -0.141
C -0.5570 -1.0101 -8.0765 -0.086
N 0.2357 -0.5351 -9.2386 0.062
C 0.7494 0.8314 -8.9579 -0.086
C 1.6010 0.8085 -7.6876 -0.118
C 1.1833 3.2950 0.7247 -0.619
O 0.5204 4.3072 0.8742 0.083
O 1.7299 2.5852 1.6111 -0.134
H 2.0833 -0.8187 -2.2855 0.131
H 1.2509 4.8260 -1.3688 0.153
H 1.5210 5.6428 -3.2060 0.152
H 2.3519 4.0240 -5.6896 0.089
H 2.4890 5.7929 -5.4300 0.117
H -0.2271 4.2502 -5.3321 0.097
H 0.0124 6.0086 -5.0940 0.114
H 0.8596 2.6365 -5.5487 0.094
H -0.2431 -1.3960 -6.0001 0.146
H 1.1625 -1.7697 -7.0230 0.138
H -1.3837 -0.3127 -7.9248 0.148
H -0.9602 -2.0028 -8.2762 0.147
H -0.3373 -0.5312 -10.0914 0.199
H 1.0274 -1.1768 -9.3951 0.196
H -0.1109 1.4937 -8.8396 0.147
H 1.3511 1.1828 -9.7971 0.147
H 1.9324 1.8243 -7.4731 0.135
H 2.4967 0.1912 -7.8689 0.147
C -1.1266 2.4339 3.8106 0.015
C -1.5790 1.6884 2.6127 -0.314
N -0.7899 1.1123 1.7260 0.043
C -1.5739 0.6760 0.6991 -0.102
C -2.8711 0.9385 0.9974 -0.009
N -2.8639 1.5714 2.2131 0.013
C -4.0425 2.0194 2.9092 -0.052
N -4.8772 2.7522 2.0116 -0.077
N -6.1327 2.3631 1.7612 0.051
N -6.6578 3.1062 0.9022 0.081
C -5.7762 4.0590 0.4986 -0.216
C -5.8723 5.0953 -0.4252 0.004
C -4.7437 5.8558 -0.6268 -0.072
C -3.5497 5.6053 0.0647 -0.069
C -3.4310 4.5891 0.9899 -0.013
C -4.5708 3.8269 1.2132 -0.156
H -0.0401 2.5157 3.7760 0.069
H -1.4344 1.9450 4.7344 0.088
H -1.5322 3.4464 3.8052 0.101
H -1.1474 0.2429 -0.1817 0.107
H -3.7740 0.7354 0.4619 0.140
H -3.7367 2.6347 3.7623 0.145
H -4.6377 1.1683 3.2694 0.153
H -6.7990 5.2813 -0.9398 0.121
H -4.7753 6.6707 -1.3327 0.108
H -2.6926 6.2295 -0.1313 0.107
H -2.4935 4.4026 1.4927 0.096
C -0.1866 -5.4326 0.3958 -0.040
C 1.2054 -5.5325 0.9288 -0.292
C 1.8242 -6.7827 0.8839 -0.026
C 3.1161 -6.9767 1.3309 -0.041
C 3.8375 -5.9080 1.8453 -0.058
C 3.2410 -4.6641 1.9072 -0.148
C 1.9330 -4.4706 1.4683 -0.277
Sb 1.2627 -2.4476 2.0025 1.628
C -0.8250 -2.2679 1.3818 -0.370
C -1.8206 -2.1342 2.3350 -0.155
C -3.1486 -2.2445 1.9561 -0.068
C -3.4708 -2.4445 0.6251 -0.053
C -2.4755 -2.4624 -0.3364 -0.034
C -1.1392 -2.3539 0.0247 -0.367
C -0.0616 -2.2820 -1.0090 -0.066
C 1.3243 -2.9562 4.1407 -0.300
C 2.3593 -2.3834 4.8639 -0.177
C 2.4522 -2.5604 6.2333 -0.077
C 1.4982 -3.3301 6.8773 -0.050
C 0.5312 -3.9776 6.1342 -0.026
C 0.4336 -3.8349 4.7498 -0.287
C -0.5497 -4.6965 4.0244 -0.032
H -0.7030 -6.3813 0.5099 0.097
H -0.1680 -5.2096 -0.6707 0.091
H -0.7616 -4.6643 0.9020 0.050
H 1.2685 -7.6191 0.4832 0.125
H 3.5629 -7.9570 1.2771 0.119
H 4.8495 -6.0455 2.1979 0.117
H 3.8024 -3.8333 2.3207 0.088
H -1.5621 -1.9627 3.3717 0.105
H -3.9244 -2.1880 2.7015 0.115
H -4.4998 -2.5644 0.3300 0.118
H -2.7340 -2.5521 -1.3811 0.120
H -0.4837 -2.2578 -2.0119 0.093
H 0.6167 -3.1353 -0.9442 0.072
H 0.5204 -1.3743 -0.8410 0.031
H 3.1158 -1.8033 4.3546 0.055
H 3.2618 -2.1050 6.7825 0.111
H 1.5338 -3.4708 7.9479 0.118
H -0.1685 -4.6375 6.6231 0.121
H -1.2920 -5.0769 4.7205 0.094
H -0.0380 -5.5618 3.6027 0.097
H -1.0583 -4.1844 3.2118 0.040
```

Properties
Orbital gap (alpha / beta), eV: 5.06 / 4.77
Multiplicity: 1
Electronic energy, Ha: -5907.65452
Charge: +3